96
Properties=species:S:1:pos:R:3 method="wB97M-V/def2-TZVPD" orbital_gap_ev=6.68 charge=0 smiles="CCCCCCCCCCCCCCc1cc(P(C)C)c2c(c1S)C(=O)C(CCCCN)=C(N)C2=O.c1ccncc1" molar_mass_g_mol=611.9
C 5.01787 -1.26051 3.45212
C 4.97376 -1.25034 1.82375
C 6.20292 -2.03837 1.15177
C 7.39353 -1.10600 0.62566
C 7.00123 -0.11898 -0.58260
C 6.04810 -0.75574 -1.70227
C 5.33177 0.50691 -2.46009
C 4.13955 0.98974 -1.48255
C 4.21892 2.56440 -1.08757
C 2.70665 3.10060 -1.00241
C 2.39849 3.96729 0.34626
C 0.79805 3.96932 0.50736
C 0.23512 5.01137 1.58572
C -1.39355 5.14678 1.48385
C -2.06732 3.83108 0.82891
C -2.25583 3.63427 -0.69120
C -2.85316 2.37782 -1.38276
P -2.91082 2.38531 -3.26765
C -4.63917 2.04561 -3.95125
C -1.63086 1.12560 -3.85076
C -3.31399 1.22126 -0.44882
C -3.15892 1.35554 1.11364
C -2.53606 2.64368 1.75660
S -2.29159 2.81348 3.58252
C -3.65810 0.10395 1.97541
O -3.28135 -0.15506 3.14688
C -4.71888 -0.92280 1.32740
C -5.57008 -1.79718 2.35305
C -7.15406 -1.82351 2.08186
C -7.81985 -0.39262 1.78544
C -9.15471 -0.66106 0.90205
N -8.76826 -1.00744 -0.51702
C -4.82960 -1.03776 -0.09746
N -5.73861 -1.97639 -0.75660
C -3.90614 -0.11872 -1.04628
O -3.68449 -0.55303 -2.20610
H 5.30357 -2.27217 3.88859
H 3.96336 -0.92964 3.78914
H 5.72813 -0.41323 3.75001
H 4.91112 -0.14068 1.53130
H 4.02077 -1.82181 1.54241
H 6.63510 -2.72566 1.97381
H 5.80912 -2.72853 0.32930
H 8.30727 -1.71223 0.29346
H 7.68834 -0.42501 1.51480
H 6.53301 0.83883 -0.14436
H 7.99134 0.18183 -1.09528
H 5.17947 -1.37979 -1.28917
H 6.58369 -1.38592 -2.48925
H 6.09731 1.31792 -2.70320
H 4.86936 0.04800 -3.41571
H 4.21324 0.42465 -0.47675
H 3.15851 0.70517 -1.99738
H 4.83625 2.74306 -0.14018
H 4.76547 3.09286 -1.96013
H 2.00688 2.18114 -0.91622
H 2.34943 3.65080 -1.95066
H 2.70222 5.04328 0.08748
H 2.94937 3.55016 1.25689
H 0.49961 2.87917 0.74621
H 0.37801 4.30681 -0.51681
H 0.65364 6.04952 1.29688
H 0.58708 4.79870 2.65294
H -1.76583 5.33086 2.55568
H -1.67016 6.10224 0.89980
H -1.91557 4.50400 -1.36626
H -4.48755 1.57688 -4.99859
H -5.29752 1.36784 -3.31520
H -5.11525 3.07637 -4.16033
H -0.82776 0.96041 -3.03610
H -1.04452 1.47061 -4.78312
H -2.04919 0.08334 -4.08266
H -1.63377 1.65091 4.02022
H -5.20811 -2.89477 2.27120
H -5.40924 -1.50787 3.44981
H -7.46667 -2.51982 1.21268
H -7.66732 -2.27080 3.01584
H -7.15990 0.31776 1.17651
H -8.14629 0.11210 2.77351
H -9.81312 -1.49948 1.31657
H -9.76739 0.31358 0.84505
H -7.94107 -0.46766 -0.80216
H -8.60428 -2.02272 -0.59550
H -5.31857 -2.35732 -1.62870
H -5.84309 -2.80041 -0.14496
C 3.00717 -6.97877 -1.12757
C 2.46362 -6.77243 0.13193
C 2.83650 -5.63401 0.82818
N 3.69765 -4.71806 0.35700
C 4.21018 -4.94307 -0.86332
C 3.89845 -6.04726 -1.63993
H 2.73903 -7.85726 -1.70437
H 1.76580 -7.47931 0.56316
H 2.43614 -5.42685 1.81530
H 4.90508 -4.18854 -1.21906
H 4.34140 -6.17620 -2.61961

=====

104
Properties=species:S:1:pos:R:3 method="wB97M-V/def2-TZVPD" multiplicity=2 s2=0.75 orbital_gap_ev="7.48 / 7.74" charge=+2 molar_mass_g_mol=864.5
Ti -0.83846 1.11593 -0.07104
C -3.81396 0.32178 0.71531
C -2.86856 -0.74392 1.30497
N -1.58694 -0.09680 1.65067
C -1.70917 0.69085 2.90343
C -0.91480 2.00052 2.85903
N -0.92824 2.63648 1.52362
C -2.07889 3.54785 1.34392
C -3.34927 2.73606 1.07171
N -3.04965 1.51791 0.28639
H -4.56504 0.60812 1.45037
H -4.34867 -0.10157 -0.13276
H -2.67281 -1.52806 0.58133
H -3.31653 -1.22101 2.18017
H -0.92104 -0.85087 1.78959
H -1.36790 0.10789 3.76134
H -2.76298 0.90330 3.07172
H 0.11936 1.80542 3.11324
H -1.31337 2.68044 3.61819
H -0.09002 3.21074 1.46914
H -1.85408 4.22356 0.52233
H -2.22788 4.16038 2.23672
H -4.08761 3.36508 0.57053
H -3.79279 2.44705 2.02199
H -3.27607 1.66179 -0.70129
N 1.65020 1.56112 -3.47772
C 2.39503 0.49442 -3.05125
C 1.86166 0.11525 -1.86098
N 0.81336 0.94590 -1.53560
C 0.69736 1.79143 -2.55406
C -0.40014 2.70876 -2.56732
N -1.24014 2.73032 -1.53766
C -2.23293 3.61135 -1.89922
C -1.97844 4.12135 -3.13043
N -0.81020 3.54312 -3.54319
H 1.79633 2.06276 -4.33820
H 3.21609 0.09371 -3.61873
H 2.14809 -0.72389 -1.25136
H -3.08446 3.83900 -1.28364
H -2.51888 4.83659 -3.72507
H -0.36460 3.70301 -4.43169
C 5.12880 3.64775 1.20517
Si 3.38170 3.00491 1.43287
C 2.21333 3.81313 0.17127
C 2.78531 3.40013 3.17742
C 3.42534 1.13792 1.07977
Te 1.61454 -0.00817 1.36606
C 1.85575 -0.01520 3.52012
Si 2.12147 -1.79247 4.17493
C 3.73549 -2.42678 3.45739
C 0.65587 -2.81280 3.55531
C 2.09058 -1.63821 6.04691
H 5.16209 4.73595 1.28943
H 5.53931 3.37585 0.23111
H 5.79093 3.23988 1.97140
H 1.95939 4.83284 0.47069
H 1.28990 3.25142 0.02857
H 2.71130 3.87732 -0.80034
H 2.80477 4.48173 3.32936
H 3.45860 2.96282 3.91809
H 1.77661 3.05040 3.40574
H 4.16763 0.64352 1.70913
H 3.72555 0.97237 0.04389
H 0.99972 0.41849 4.03701
H 2.72233 0.61077 3.73673
H 3.72891 -2.34103 2.36829
H 3.89953 -3.47554 3.70966
H 4.58802 -1.86077 3.83871
H 0.62339 -2.83680 2.46139
H -0.29846 -2.43006 3.92961
H 0.73937 -3.84538 3.90016
H 2.88167 -0.97463 6.40171
H 2.23492 -2.60759 6.52779
H 1.13671 -1.23754 6.39568
O -3.29147 0.74215 -2.49486
C -2.56516 -0.22186 -2.28642
N -2.57004 -1.41936 -2.91244
C -1.48614 -2.29089 -2.46762
C -0.96994 -1.45021 -1.29175
O -0.12363 -1.75840 -0.46380
N -1.58586 -0.24795 -1.28805
C -1.99749 -3.67606 -2.08807
C -1.60270 -4.32556 -0.92269
C -2.08323 -5.59623 -0.63195
C -2.95609 -6.22925 -1.50205
C -3.33619 -5.59345 -2.67478
C -2.85908 -4.32649 -2.96732
C -0.36291 -2.34929 -3.52054
C -0.22613 -1.32661 -4.45539
C 0.75715 -1.39907 -5.43158
C 1.62657 -2.47877 -5.46963
C 1.51435 -3.48363 -4.52038
C 0.52195 -3.42167 -3.55239
H -3.15176 -1.62575 -3.70606
H -0.90265 -3.85595 -0.24790
H -1.76117 -6.09194 0.27442
H -3.33200 -7.21765 -1.27407
H -3.99789 -6.08909 -3.37265
H -3.15052 -3.85030 -3.89690
H -0.90798 -0.48369 -4.45466
H 0.82983 -0.62436 -6.18621
H 2.37875 -2.54246 -6.24525
H 2.18152 -4.33495 -4.54766
H 0.42654 -4.21865 -2.82692